one) The following is a quantum chemistry calculation of a 16-piece molecular cluster, C32H96O32 overall, from the OMol25 dataset.

Positions of all 160 atoms, in Å:
C: 3.116 4.704 -3.072
C: 1.627 4.685 -2.904
O: 1.390 3.383 -2.275
O: 3.773 4.698 -1.877
H: 3.499 5.588 -3.628
H: 3.248 3.776 -3.719
H: 1.074 4.732 -3.887
H: 1.184 5.547 -2.334
H: 0.473 3.414 -1.913
H: 4.188 3.824 -1.870
C: -3.264 0.565 -3.074
C: -3.031 -0.194 -4.390
O: -2.384 -1.462 -4.216
O: -2.133 1.215 -2.594
H: -3.713 -0.143 -2.362
H: -3.967 1.389 -3.252
H: -2.460 0.412 -5.058
H: -4.016 -0.389 -4.842
H: -2.400 -1.864 -5.088
H: -1.657 0.580 -2.006
C: -6.266 -1.921 1.387
C: -5.301 -3.037 1.688
O: -6.041 -4.295 1.722
O: -6.552 -1.893 -0.036
H: -5.771 -0.922 1.534
H: -7.195 -1.925 1.859
H: -4.745 -2.941 2.631
H: -4.591 -3.132 0.884
H: -5.443 -5.025 1.912
H: -7.155 -2.635 -0.301
C: -3.444 1.709 4.797
C: -3.160 2.151 3.377
O: -1.949 1.565 2.840
O: -3.008 0.357 5.031
H: -4.504 1.851 4.980
H: -2.862 2.313 5.490
H: -3.072 3.227 3.385
H: -4.008 1.901 2.758
H: -1.310 2.253 2.684
H: -2.099 0.297 4.804
C: -1.658 -2.708 6.744
C: -2.642 -3.450 5.838
O: -3.043 -2.582 4.787
O: -0.465 -2.325 5.987
H: -1.388 -3.359 7.550
H: -2.045 -1.836 7.205
H: -3.547 -3.740 6.431
H: -2.168 -4.242 5.256
H: -3.420 -1.795 5.169
H: -0.805 -2.090 5.066
C: -3.142 3.132 0.044
C: -2.201 4.127 -0.430
O: -1.435 3.589 -1.515
O: -4.075 2.967 -0.973
H: -3.609 3.519 0.944
H: -2.709 2.191 0.401
H: -1.529 4.407 0.415
H: -2.774 4.981 -0.839
H: -1.855 2.843 -1.940
H: -4.421 2.072 -0.927
C: 0.654 -3.821 3.274
C: 0.901 -5.207 2.689
O: 1.450 -5.151 1.385
O: 1.874 -3.054 3.275
H: 0.228 -3.872 4.266
H: 0.085 -3.234 2.548
H: -0.019 -5.786 2.550
H: 1.632 -5.740 3.377
H: 2.328 -4.812 1.514
H: 1.642 -2.177 2.893
C: 0.550 -2.239 -6.558
C: -0.440 -3.355 -6.578
O: -1.783 -2.870 -6.509
O: 0.207 -1.193 -7.467
H: 1.538 -2.665 -6.781
H: 0.607 -1.739 -5.535
H: -0.322 -4.049 -5.786
H: -0.256 -3.956 -7.502
H: -1.991 -2.883 -7.453
H: 0.031 -0.384 -6.902
C: 1.443 0.195 -2.786
C: 2.263 -0.992 -2.278
O: 3.368 -0.643 -1.412
O: 2.154 0.902 -3.825
H: 1.089 0.916 -2.074
H: 0.533 -0.208 -3.269
H: 2.638 -1.576 -3.129
H: 1.565 -1.647 -1.762
H: 3.436 -1.273 -0.722
H: 2.088 1.810 -3.470
C: -1.004 -4.116 -1.947
C: -1.601 -4.269 -0.599
O: -0.834 -3.612 0.419
O: -0.670 -2.807 -2.349
H: -1.664 -4.656 -2.613
H: 0.017 -4.704 -1.903
H: -1.691 -5.375 -0.396
H: -2.642 -3.968 -0.499
H: -0.009 -4.139 0.561
H: -1.324 -2.394 -3.007
C: 1.070 4.373 2.445
C: 1.525 4.878 1.075
O: 2.865 4.492 0.809
O: 0.651 2.987 2.341
H: 0.209 4.900 2.707
H: 1.912 4.597 3.138
H: 1.410 5.978 1.094
H: 0.821 4.498 0.222
H: 2.980 4.500 -0.188
H: 1.438 2.378 2.515
C: 5.090 2.166 -0.398
C: 3.988 1.644 0.537
O: 4.151 2.268 1.825
O: 4.866 1.931 -1.766
H: 6.096 1.750 -0.154
H: 5.067 3.222 -0.265
H: 4.088 0.569 0.640
H: 3.043 1.892 0.136
H: 3.688 3.141 1.646
H: 4.415 1.048 -1.843
C: 0.155 -0.363 1.027
C: -1.233 -0.453 0.513
O: -1.272 -0.693 -0.901
O: 0.868 -1.579 1.036
H: 0.065 0.106 1.977
H: 0.817 0.301 0.393
H: -1.714 0.445 0.754
H: -1.759 -1.248 0.989
H: -1.108 -1.687 -1.107
H: 0.321 -2.153 0.478
C: 4.780 -2.714 1.940
C: 4.798 -1.749 3.156
O: 5.963 -1.038 3.006
O: 4.870 -2.095 0.671
H: 3.876 -3.301 2.022
H: 5.612 -3.388 2.153
H: 4.901 -2.354 4.035
H: 3.950 -1.079 3.255
H: 6.048 -0.363 3.737
H: 5.690 -1.609 0.691
C: 2.127 1.335 4.732
C: 1.040 0.550 5.329
O: -0.198 0.892 4.795
O: 2.305 0.955 3.399
H: 2.923 0.988 5.475
H: 1.998 2.402 4.876
H: 0.897 0.751 6.430
H: 1.175 -0.554 5.317
H: -0.240 0.710 3.841
H: 2.950 1.556 2.935
C: -0.333 2.069 -5.791
C: 0.419 3.127 -6.522
O: 1.713 3.205 -5.893
O: 0.444 0.851 -5.920
H: -1.264 1.894 -6.337
H: -0.347 2.387 -4.782
H: -0.035 4.075 -6.408
H: 0.565 2.841 -7.551
H: 2.305 3.455 -6.591
H: 1.349 0.992 -5.589

Summary:
E_LUMO ... 0.43 eV
Frontier orbital gap ... 10.0 eV
Multiplicity ... 1
HOMO energy ... -0.352 Eh



two) The following is a quantum chemistry calculation of a 16-piece molecular cluster, C32H96O32 overall, from the OMol25 dataset.

Positions of all 160 atoms, in Å:
C: -0.154 -3.484 -6.528
C: -0.808 -4.197 -5.315
O: -2.168 -4.027 -5.469
O: -0.125 -2.114 -6.501
H: -0.310 -3.952 -7.501
H: 0.898 -3.746 -6.407
H: -0.455 -3.828 -4.352
H: -0.507 -5.242 -5.250
H: -2.502 -3.724 -4.621
H: 0.493 -1.823 -7.175
C: -2.450 3.009 3.990
C: -3.759 2.300 3.536
O: -3.714 2.267 2.133
O: -1.284 2.267 3.576
H: -2.391 3.104 5.074
H: -2.439 4.003 3.542
H: -4.593 2.839 3.985
H: -3.859 1.244 3.789
H: -2.845 1.902 1.950
H: -1.306 1.432 4.048
C: 1.570 -3.792 -1.537
C: 2.249 -5.084 -0.986
O: 1.403 -6.207 -1.022
O: 2.418 -2.712 -1.518
H: 0.651 -3.613 -0.979
H: 1.295 -3.990 -2.573
H: 2.700 -4.764 -0.046
H: 3.077 -5.222 -1.681
H: 1.852 -6.929 -0.577
H: 1.888 -1.939 -1.309
C: -3.010 -3.389 -1.639
C: -3.110 -2.026 -0.930
O: -2.020 -1.206 -1.331
O: -3.311 -3.412 -3.017
H: -3.664 -4.039 -1.057
H: -2.022 -3.838 -1.539
H: -3.064 -2.103 0.157
H: -4.035 -1.491 -1.142
H: -1.999 -1.174 -2.291
H: -4.192 -3.057 -3.160
C: -2.255 4.424 -0.265
C: -1.285 3.211 -0.164
O: -0.418 3.273 -1.304
O: -1.560 5.558 0.246
H: -3.192 4.345 0.286
H: -2.565 4.637 -1.288
H: -1.885 2.311 -0.029
H: -0.681 3.283 0.741
H: 0.166 4.024 -1.181
H: -1.816 6.403 -0.129
C: 3.486 -1.119 2.626
C: 3.149 -2.566 2.229
O: 3.309 -3.573 3.252
O: 2.354 -0.593 3.263
H: 3.861 -0.533 1.787
H: 4.281 -1.169 3.370
H: 3.792 -2.866 1.401
H: 2.133 -2.682 1.855
H: 4.172 -3.517 3.668
H: 2.677 0.282 3.488
C: 0.809 0.030 0.374
C: -0.367 -0.225 1.435
O: -1.679 0.190 0.992
O: 0.590 -0.779 -0.810
H: 1.828 -0.083 0.746
H: 0.788 1.081 0.086
H: -0.151 0.139 2.439
H: -0.577 -1.283 1.590
H: -1.778 -0.037 0.065
H: -0.333 -0.840 -1.068
C: 1.100 0.714 -4.181
C: -0.371 0.523 -3.797
O: -0.737 -0.870 -3.815
O: 1.269 0.980 -5.614
H: 1.661 -0.217 -4.098
H: 1.470 1.457 -3.474
H: -1.106 1.093 -4.366
H: -0.505 0.912 -2.787
H: -0.443 -1.106 -4.698
H: 2.211 1.000 -5.795
C: 1.727 6.239 -1.390
C: 1.791 6.511 0.073
O: 1.173 5.487 0.865
O: 0.422 6.012 -1.878
H: 2.381 5.373 -1.489
H: 2.174 7.052 -1.962
H: 1.261 7.425 0.343
H: 2.801 6.714 0.427
H: 0.219 5.594 0.843
H: 0.065 6.836 -2.218
C: 4.402 2.638 -0.528
C: 5.331 1.699 0.352
O: 6.666 1.882 -0.022
O: 4.731 2.412 -1.869
H: 4.739 3.640 -0.264
H: 3.352 2.625 -0.233
H: 5.051 0.646 0.304
H: 5.122 1.903 1.403
H: 6.812 1.764 -0.963
H: 4.432 3.196 -2.336
C: -6.573 -0.440 1.568
C: -5.453 -1.318 2.349
O: -5.998 -2.413 3.028
O: -7.145 -1.216 0.452
H: -6.068 0.437 1.163
H: -7.277 -0.107 2.329
H: -4.854 -0.647 2.964
H: -4.796 -1.813 1.634
H: -6.039 -2.260 3.975
H: -7.373 -2.117 0.694
C: 4.375 -0.729 -3.760
C: 5.632 -1.333 -3.088
O: 5.366 -2.352 -2.068
O: 3.687 -0.123 -2.744
H: 3.707 -1.421 -4.271
H: 4.697 -0.047 -4.546
H: 6.191 -0.546 -2.583
H: 6.330 -1.684 -3.848
H: 4.409 -2.383 -2.000
H: 4.187 0.645 -2.460
C: -4.689 2.475 -1.958
C: -3.942 1.595 -3.034
O: -3.873 2.178 -4.321
O: -6.067 2.451 -2.297
H: -4.620 3.554 -2.093
H: -4.376 2.232 -0.943
H: -4.184 0.533 -2.986
H: -2.878 1.579 -2.794
H: -3.303 2.943 -4.212
H: -6.230 2.473 -3.242
C: -0.160 -4.443 2.480
C: -1.377 -5.169 1.929
O: -1.119 -5.434 0.561
O: 0.961 -5.303 2.553
H: -0.337 -4.091 3.497
H: 0.028 -3.554 1.878
H: -2.254 -4.522 1.964
H: -1.472 -6.115 2.462
H: -0.233 -5.794 0.477
H: 1.762 -4.816 2.761
C: 2.279 3.647 3.217
C: 2.765 2.579 4.231
O: 3.849 1.847 3.635
O: 3.199 4.611 2.812
H: 1.389 4.108 3.644
H: 1.809 3.138 2.376
H: 1.981 1.929 4.619
H: 3.128 3.185 5.062
H: 4.405 2.390 3.071
H: 2.810 5.150 2.119
C: -0.473 -1.664 6.427
C: -0.343 -0.753 5.123
O: -1.336 0.201 5.347
O: -1.490 -2.602 6.307
H: -0.402 -1.065 7.335
H: 0.503 -2.149 6.416
H: -0.660 -1.244 4.203
H: 0.676 -0.368 5.116
H: -2.053 -0.185 5.855
H: -1.133 -3.371 6.758

Summary:
E_LUMO ... -0.08 eV
Frontier orbital gap ... 9.3 eV
Multiplicity ... 1
HOMO energy ... -0.345 Eh



Which structure is most stable, and how do the rest compare? From most to least stable: one), two).